[1]
{"formula": "C35H34BrMnN7OPSSe2", "method": "ωB97M-V/def2-TZVPD", "s_squared": 1.07, "charge": 1, "e_tot_ev": -301502.9225, "spin_multiplicity": 2, "homo_lumo_gap_ha": [0.2530, 0.2640], "symbols": ["Mn", "S", "N", "C", "C", "C", "C", "C", "N", "C", "C", "N", "C", "C", "C", "C", "C", "N", "H", "H", "H", "H", "H", "H", "Se", "P", "Se", "C", "C", "C", "C", "C", "C", "C", "C", "C", "C", "C", "C", "H", "H", "H", "H", "H", "H", "H", "H", "H", "H", "C", "C", "C", "C", "C", "Br", "N", "C", "H", "H", "H", "H", "H", "H", "C", "N", "C", "C", "O", "N", "C", "C", "H", "H", "H", "H", "H", "H", "H", "H", "H", "H", "H", "H"], "xyz": [[-0.163, 0.203, -0.034], [1.778, 4.963, 5.564], [1.106, 3.495, 5.615], [0.956, 3.092, 4.361], [0.384, 1.820, 3.946], [-0.089, 0.848, 4.829], [-0.597, -0.320, 4.308], [-0.630, -0.503, 2.925], [-0.189, 0.418, 2.069], [0.313, 1.561, 2.579], [0.808, 2.529, 1.601], [0.691, 2.161, 0.321], [1.095, 2.996, -0.626], [1.647, 4.242, -0.331], [1.782, 4.625, 0.989], [1.349, 3.755, 1.988], [1.422, 4.031, 3.414], [1.916, 5.132, 3.964], [-0.046, 1.026, 5.894], [-0.974, -1.104, 4.948], [-1.023, -1.408, 2.491], [0.983, 2.650, -1.645], [1.970, 4.886, -1.135], [2.211, 5.579, 1.260], [-2.266, -1.294, -0.074], [-0.988, -3.030, 0.155], [1.021, -2.370, 0.480], [-1.107, -4.103, -1.301], [-2.360, -4.376, -1.844], [-2.476, -5.229, -2.926], [-1.342, -5.811, -3.478], [-0.094, -5.543, -2.937], [0.025, -4.690, -1.851], [-1.587, -4.054, 1.529], [-2.954, -4.178, 1.761], [-3.416, -4.997, 2.776], [-2.515, -5.693, 3.571], [-1.153, -5.571, 3.344], [-0.688, -4.754, 2.326], [-3.245, -3.908, -1.433], [-3.451, -5.440, -3.342], [-1.433, -6.470, -4.329], [0.789, -6.004, -3.356], [0.998, -4.475, -1.426], [-3.661, -3.617, 1.162], [-4.478, -5.089, 2.951], [-2.877, -6.327, 4.367], [-0.449, -6.113, 3.960], [0.376, -4.651, 2.152], [-4.351, 3.420, 1.493], [-3.611, 2.890, 0.303], [-4.037, 3.124, -1.002], [-3.332, 2.605, -2.068], [-2.207, 1.844, -1.791], [-1.225, 1.102, -3.212], [-1.776, 1.599, -0.561], [-2.469, 2.124, 0.457], [-5.164, 4.074, 1.181], [-3.696, 3.993, 2.147], [-4.784, 2.609, 2.077], [-4.927, 3.712, -1.180], [-3.642, 2.774, -3.087], [-2.088, 1.897, 1.445], [3.355, 0.688, 0.242], [3.564, -0.244, -0.864], [4.832, -0.954, -0.932], [2.496, -0.473, -1.660], [1.415, 0.096, -1.368], [2.537, -1.353, -2.690], [1.274, -1.783, -3.263], [3.676, -1.783, -3.479], [4.224, 0.640, 0.890], [2.469, 0.415, 0.822], [3.242, 1.714, -0.116], [5.413, -0.679, -0.055], [5.426, -0.676, -1.803], [4.686, -2.034, -0.912], [0.493, -1.815, -2.505], [1.415, -2.789, -3.659], [0.974, -1.133, -4.088], [4.623, -1.444, -3.081], [3.577, -1.395, -4.496], [3.695, -2.874, -3.530]], "mulliken_charge": [0.912, 0.164, -0.701, 0.605, 0.685, -0.766, -0.950, -0.196, 1.215, -0.555, -0.411, 1.333, -0.868, -0.904, -0.740, 0.449, 0.654, -0.686, 0.567, 0.548, -0.079, 0.312, 0.490, 0.568, -0.391, -0.016, -0.420, 0.957, -0.374, -0.712, -0.555, -0.581, -0.566, 0.887, -0.385, -0.712, -0.475, -0.688, -0.330, 0.334, 0.416, 0.406, 0.453, 0.373, 0.331, 0.419, 0.408, 0.436, 0.371, -1.454, 0.376, -0.470, -0.821, -0.053, -0.060, 0.390, -0.453, 0.389, 0.334, 0.332, 0.393, 0.487, 0.687, -0.662, 0.220, -1.149, -0.354, -0.014, 0.316, -0.927, -0.993, 0.443, -0.070, 0.227, 0.359, 0.383, 0.391, -0.030, 0.373, 0.245, 0.262, 0.364, 0.310]}

=====

[2]
{"formula": "C45H95F2MnN6O9S2", "method": "ωB97M-V/def2-TZVPD", "s_squared": 8.75, "charge": 1, "e_tot_ev": -133980.0260, "spin_multiplicity": 6, "homo_lumo_gap_ha": [0.1331, 0.1240], "symbols": ["Mn", "N", "S", "O", "O", "F", "S", "O", "O", "F", "C", "C", "C", "C", "C", "C", "N", "O", "C", "C", "C", "H", "H", "H", "H", "H", "H", "H", "H", "H", "H", "H", "H", "H", "H", "H", "H", "H", "H", "H", "C", "C", "C", "C", "C", "C", "N", "O", "C", "C", "C", "H", "H", "H", "H", "H", "H", "H", "H", "H", "H", "H", "H", "H", "H", "H", "H", "H", "H", "H", "C", "C", "C", "C", "C", "C", "N", "O", "C", "C", "C", "H", "H", "H", "H", "H", "H", "H", "H", "H", "H", "H", "H", "H", "H", "H", "H", "H", "H", "H", "C", "C", "C", "C", "C", "C", "N", "O", "C", "C", "C", "H", "H", "H", "H", "H", "H", "H", "H", "H", "H", "H", "H", "H", "H", "H", "H", "H", "H", "H", "C", "C", "C", "C", "C", "C", "N", "O", "C", "C", "C", "H", "H", "H", "H", "H", "H", "H", "H", "H", "H", "H", "H", "H", "H", "H", "H", "H", "H", "H"], "xyz": [[-4.175, -11.690, 16.852], [-3.722, -9.746, 16.916], [-3.465, -8.569, 15.976], [-2.072, -8.125, 15.909], [-4.609, -7.777, 15.500], [-3.309, -9.595, 14.659], [-3.878, -8.594, 18.208], [-5.157, -8.065, 18.459], [-2.670, -7.874, 18.588], [-3.972, -9.805, 19.255], [-6.785, -6.730, 21.538], [-5.602, -6.983, 22.525], [-4.355, -6.904, 21.611], [-3.058, -6.810, 22.424], [-3.140, -5.516, 23.293], [-4.301, -5.575, 24.261], [-5.520, -5.943, 23.580], [-6.731, -5.796, 24.247], [-3.936, -6.481, 25.491], [-4.582, -4.034, 24.733], [-5.767, -8.395, 23.158], [-6.786, -5.849, 20.897], [-7.805, -6.723, 21.921], [-6.817, -7.507, 20.775], [-4.183, -7.858, 21.112], [-4.349, -6.000, 21.002], [-2.195, -6.656, 21.776], [-2.774, -7.749, 22.899], [-3.287, -4.744, 22.537], [-2.235, -5.302, 23.862], [-3.730, -7.475, 25.094], [-3.090, -6.036, 26.016], [-4.817, -6.635, 26.113], [-5.493, -3.971, 25.328], [-3.840, -3.660, 25.437], [-4.606, -3.384, 23.858], [-6.058, -9.109, 22.387], [-6.581, -8.299, 23.878], [-4.801, -8.628, 23.604], [-6.978, -4.908, 23.979], [-1.759, -5.683, 12.422], [-2.302, -6.184, 11.092], [-1.117, -6.835, 10.324], [-1.584, -7.713, 9.176], [-2.455, -8.785, 9.762], [-3.690, -8.285, 10.462], [-3.348, -7.186, 11.417], [-4.371, -6.486, 11.959], [-4.840, -7.772, 9.490], [-4.259, -9.465, 11.295], [-2.806, -4.952, 10.286], [-2.360, -4.835, 12.750], [-0.807, -5.197, 12.213], [-1.773, -6.454, 13.192], [-0.568, -6.027, 9.840], [-0.545, -7.448, 11.021], [-0.807, -8.254, 8.635], [-2.214, -7.311, 8.382], [-1.896, -9.390, 10.476], [-2.741, -9.541, 9.029], [-5.026, -8.574, 8.776], [-5.803, -7.500, 9.923], [-4.368, -6.976, 8.914], [-4.757, -10.109, 10.570], [-3.547, -9.968, 11.948], [-4.971, -9.080, 12.025], [-2.086, -4.133, 10.296], [-3.638, -4.449, 10.779], [-3.112, -5.213, 9.273], [-4.145, -6.682, 12.871], [-7.912, -12.563, 14.458], [-6.809, -11.601, 15.006], [-7.260, -10.180, 14.814], [-8.426, -9.631, 15.751], [-8.019, -9.857, 17.218], [-7.462, -11.372, 17.500], [-6.486, -11.795, 16.420], [-5.885, -12.993, 16.686], [-6.736, -11.235, 18.856], [-8.655, -12.389, 17.599], [-5.578, -11.727, 14.087], [-8.280, -12.301, 13.466], [-8.845, -12.387, 14.993], [-7.675, -13.609, 14.652], [-6.405, -9.558, 15.077], [-7.406, -9.926, 13.765], [-9.336, -10.204, 15.575], [-8.641, -8.604, 15.455], [-8.836, -9.697, 17.922], [-7.321, -9.088, 17.550], [-7.357, -10.712, 19.583], [-6.380, -12.154, 19.322], [-5.915, -10.547, 18.655], [-8.446, -13.448, 17.452], [-9.111, -12.350, 18.589], [-9.486, -12.254, 16.907], [-4.726, -11.440, 14.703], [-5.674, -11.154, 13.166], [-5.524, -12.764, 13.754], [-6.703, -13.452, 16.892], [-4.221, -0.101, 18.296], [-4.126, -1.570, 18.792], [-5.508, -2.272, 18.505], [-5.439, -3.840, 18.645], [-4.351, -4.382, 17.599], [-3.001, -3.695, 17.912], [-3.070, -2.242, 17.945], [-1.809, -1.594, 18.085], [-2.351, -4.254, 19.144], [-2.322, -4.179, 16.595], [-3.826, -1.691, 20.322], [-4.061, 0.045, 17.228], [-5.243, 0.211, 18.515], [-3.554, 0.601, 18.797], [-6.202, -1.953, 19.282], [-5.954, -2.125, 17.521], [-5.182, -4.150, 19.658], [-6.359, -4.348, 18.355], [-4.807, -4.004, 16.684], [-4.252, -5.447, 17.390], [-1.555, -3.598, 19.495], [-1.764, -5.149, 18.936], [-3.014, -4.569, 19.950], [-2.791, -3.787, 15.693], [-2.330, -5.265, 16.501], [-1.357, -3.696, 16.447], [-4.053, -2.648, 20.793], [-2.764, -1.516, 20.493], [-4.541, -1.076, 20.868], [-1.797, -1.110, 17.256], [1.515, -7.625, 22.265], [1.195, -8.026, 20.811], [0.576, -6.796, 20.076], [0.696, -6.913, 18.530], [2.086, -7.159, 18.032], [2.833, -8.319, 18.730], [2.494, -8.370, 20.189], [3.229, -9.343, 20.767], [2.570, -9.643, 17.996], [4.319, -7.935, 18.638], [0.191, -9.159, 20.868], [2.412, -7.011, 22.351], [1.780, -8.548, 22.780], [0.681, -7.045, 22.659], [-0.493, -6.811, 20.289], [0.979, -5.844, 20.423], [0.378, -5.979, 18.066], [0.039, -7.734, 18.239], [2.646, -6.224, 18.058], [1.925, -7.171, 16.954], [3.339, -10.404, 18.133], [1.660, -10.020, 18.462], [2.360, -9.545, 16.931], [4.544, -7.059, 19.246], [4.894, -8.790, 18.996], [4.673, -7.776, 17.620], [-0.230, -9.500, 19.922], [-0.680, -8.995, 21.503], [0.674, -10.035, 21.302], [3.894, -8.870, 21.273]], "mulliken_charge": [0.943, 0.405, 0.835, -0.479, -0.564, -0.521, 0.247, -0.320, 0.163, -0.392, -1.329, 1.518, 0.568, -0.531, -0.705, 1.209, 0.927, -0.570, -1.776, -1.813, -1.729, 0.314, 0.478, 0.047, -0.159, -0.638, -0.400, 0.685, -0.336, 0.678, 0.295, 0.433, 0.386, 0.504, 0.385, 0.296, 0.210, 0.414, 0.360, 0.332, -2.293, 1.741, -1.087, -0.832, -1.238, 1.494, 0.647, -0.552, -1.626, -2.393, -1.811, 0.440, 0.496, 0.373, 0.447, 0.385, 0.415, 0.373, 0.408, 0.469, 0.483, 0.302, 0.401, 0.487, 0.410, 0.450, 0.472, 0.380, 0.377, 0.375, -1.674, 1.332, -1.247, -1.135, -0.859, 0.716, 2.458, -0.681, -2.297, -1.321, -1.197, 0.395, 0.287, 0.434, 0.050, 0.663, 0.425, 0.497, 0.579, 0.041, 0.539, 0.256, 0.431, 0.323, 0.455, 0.346, -0.145, 0.351, 0.401, 0.370, -1.919, 1.733, -1.646, 0.278, -1.358, 2.420, 0.242, -0.437, -0.537, -2.489, -1.443, 0.414, 0.440, 0.374, 0.622, 0.361, -0.526, 0.561, 0.559, -0.068, 0.664, -0.592, -0.547, 0.657, 0.276, 0.502, -0.060, 0.388, 0.454, 0.380, -1.960, 1.858, 0.343, 0.131, -2.083, 1.665, 0.531, -0.534, -1.618, -2.117, -1.598, 0.434, 0.477, 0.265, -0.998, 0.533, 0.410, -0.182, 0.450, 0.580, 0.316, 0.372, 0.309, 0.435, 0.458, 0.398, 0.145, 0.291, 0.476, 0.354]}

=====

[3]
{"formula": "C31H38AsCdN8O5PS2", "method": "ωB97M-V/def2-TZVPD", "charge": 0, "e_tot_ev": -151280.3876, "spin_multiplicity": 1, "homo_lumo_gap_ha": 0.2699, "symbols": ["Cd", "S", "C", "C", "C", "C", "C", "C", "As", "C", "C", "C", "C", "C", "C", "C", "C", "C", "C", "C", "C", "H", "H", "H", "H", "H", "H", "H", "H", "H", "H", "H", "H", "H", "H", "C", "C", "N", "O", "C", "C", "N", "O", "H", "H", "H", "H", "H", "H", "H", "S", "C", "N", "C", "C", "C", "C", "H", "H", "H", "H", "H", "C", "O", "P", "O", "C", "O", "C", "H", "H", "H", "H", "H", "H", "H", "H", "H", "N", "N", "N", "C", "N", "N", "H", "H", "H"], "xyz": [[-0.708, 0.147, 0.976], [-2.943, 1.263, 1.124], [-3.767, 0.928, -0.410], [-5.170, 1.025, -0.380], [-5.939, 0.806, -1.505], [-5.332, 0.481, -2.715], [-3.956, 0.380, -2.762], [-3.157, 0.607, -1.634], [-1.229, 0.287, -1.783], [-1.409, -1.430, -2.695], [-0.783, -1.738, -3.895], [-0.897, -3.013, -4.439], [-1.630, -3.990, -3.782], [-2.261, -3.686, -2.581], [-2.150, -2.413, -2.041], [-0.764, 1.489, -3.243], [-1.617, 2.459, -3.761], [-1.150, 3.365, -4.708], [0.169, 3.312, -5.139], [1.030, 2.357, -4.612], [0.569, 1.460, -3.660], [-5.639, 1.275, 0.564], [-7.019, 0.872, -1.439], [-5.925, 0.303, -3.603], [-3.480, 0.114, -3.699], [-0.202, -0.985, -4.412], [-0.407, -3.243, -5.377], [-1.709, -4.986, -4.202], [-2.847, -4.441, -2.070], [-2.654, -2.178, -1.110], [-2.643, 2.515, -3.426], [-1.821, 4.117, -5.105], [0.529, 4.023, -5.872], [2.064, 2.321, -4.932], [1.249, 0.739, -3.218], [-1.678, -4.273, 2.249], [-1.123, -2.946, 1.817], [-1.422, -1.820, 2.351], [-2.347, -1.752, 3.379], [-0.159, -2.952, 0.701], [0.374, -4.225, 0.122], [0.162, -1.791, 0.183], [0.951, -1.715, -0.802], [-2.231, -4.237, 3.185], [-0.860, -4.979, 2.386], [-2.335, -4.675, 1.476], [-2.828, -2.589, 3.427], [-0.423, -4.948, -0.074], [1.111, -4.701, 0.779], [0.861, -3.980, -0.819], [2.955, 0.661, 0.225], [4.388, 0.020, 0.787], [4.507, -0.365, 2.098], [5.640, -0.851, 2.666], [6.765, -1.014, 1.933], [6.710, -0.667, 0.557], [5.570, -0.174, 0.004], [3.671, -0.242, 2.668], [5.577, -1.086, 3.719], [7.667, -1.400, 2.383], [7.592, -0.802, -0.058], [5.513, 0.092, -1.042], [1.509, -1.710, 3.618], [2.010, -0.359, 3.603], [1.003, 0.832, 3.110], [1.902, 2.080, 3.592], [3.009, 2.651, 2.898], [0.007, 0.801, 4.376], [-1.271, 1.448, 4.349], [2.211, -2.299, 4.204], [1.444, -2.108, 2.603], [0.527, -1.750, 4.087], [3.203, 3.618, 3.362], [2.809, 2.773, 1.837], [3.899, 2.031, 3.018], [-1.816, 1.098, 5.220], [-1.840, 1.188, 3.457], [-1.150, 2.531, 4.404], [0.474, 5.489, 2.216], [0.212, 4.606, 1.181], [-0.171, 4.999, -0.005], [-0.375, 3.825, -0.598], [-0.124, 2.791, 0.218], [0.261, 3.321, 1.361], [0.955, 6.292, 1.836], [1.011, 4.993, 2.916], [-0.708, 3.726, -1.618]], "mulliken_charge": [2.337, -0.714, 0.437, -0.705, -0.618, -0.925, 0.022, -0.283, 0.877, 0.522, -0.354, -0.651, -0.604, -0.688, -0.442, 0.173, -0.620, -0.557, -0.499, -0.681, -0.769, 0.415, 0.361, 0.399, 0.470, 0.334, 0.415, 0.375, 0.436, 0.380, 0.391, 0.406, 0.385, 0.399, 0.509, -1.842, 0.231, 0.408, -0.421, -0.135, -1.817, 1.415, -0.790, 0.687, 0.335, 0.287, 0.257, 0.363, 0.321, 0.381, -0.194, 0.510, 0.096, -0.280, -0.720, -0.077, -0.861, 0.114, 0.413, 0.405, 0.372, 0.412, -0.697, -0.606, 0.011, -0.313, -0.638, -0.416, -0.372, 0.409, 0.195, 0.292, 0.294, 0.217, 0.336, 0.261, 0.010, 0.213, -0.706, 1.118, -1.117, -0.293, 0.347, -0.288, 0.276, 0.317, 0.350]}

=====

Summary of energy relative to the best compared isomer or geometry (same formula, charge and spin) in kcal/mol
24.1, 73.3, 31.0
(order as listed above)